1.
Formula: C10H3Cl3F6MnN3OS2
Source: the Open Molecules 2025 dataset
Level of theory: ωB97M-V with the def2-TZVPD basis set

As for the energy above the lowest of the compared OMol25 structures with the same formula, charge and spin: 39.4 kcal per mole. As for the net charge: +1. The spin multiplicity is 4. The HOMO-LUMO gap (spin up / spin down) is 5.72 / 6.44 eV.

Element x y z (Å)
Mn: -1.04710 0.61867 0.43619
S: 0.75266 -0.74271 0.12007
C: 1.70110 -0.40625 1.46040
C: 3.04903 -0.90140 1.46206
N: 4.12439 -1.30435 1.46464
C: 1.20617 0.30209 2.56175
S: -0.35760 0.92103 2.62824
C: 2.03526 0.51164 3.71596
N: 2.68519 0.69311 4.64555
C: -0.49688 4.56736 -0.85547
C: -0.70567 3.05652 -1.11137
O: -0.43522 2.36021 0.00837
C: -2.15793 2.91791 -1.50034
F: -1.70582 0.48452 -1.24451
F: -2.61976 3.20669 -2.63311
F: -3.04550 2.58795 -0.67210
C: 0.21164 2.56266 -2.35256
F: -0.49692 2.03411 -3.35383
F: 0.89298 3.59868 -2.84289
F: 1.06624 1.66405 -1.91545
H: -1.17437 4.89852 -0.06924
H: -0.63781 5.17603 -1.74714
H: 0.52865 4.65584 -0.50636
Cl: -5.88563 -0.54931 2.41288
C: -4.99706 -1.62250 1.34794
Cl: -4.81107 -3.21399 2.03683
Cl: -5.72385 -1.68754 -0.24653
C: -3.63038 -1.03540 1.18711
N: -2.58018 -0.59518 1.08723

---

2.
Formula: C10H40BF4N2O9
Source: the Open Molecules 2025 dataset
Level of theory: ωB97M-V with the def2-TZVPD basis set

As for the energy above the lowest of the compared OMol25 structures with the same formula, charge and spin: 0.0 kcal per mole. As for the net charge: -1. The spin multiplicity is 1. The HOMO-LUMO gap is 9.16 eV.

Element x y z (Å)
B: -8.80810 -3.98391 -14.89118
F: -7.50865 -3.63274 -15.06471
F: -9.16528 -3.90595 -13.57063
F: -9.67497 -3.24488 -15.59990
F: -8.99183 -5.25453 -15.41051
C: -5.77442 -4.96606 -17.65834
C: -4.61849 -3.91487 -17.55256
O: -5.02072 -2.67883 -18.05893
H: -5.96872 -5.27011 -18.68689
H: -6.72264 -4.53930 -17.33147
H: -5.66510 -5.90519 -17.11595
H: -3.77948 -4.21859 -18.17860
H: -4.33747 -3.87996 -16.49999
H: -4.30857 -2.06271 -17.87223
O: -8.80202 -0.80589 -13.62089
H: -8.98558 -1.74518 -13.63716
H: -7.96489 -0.71703 -14.07646
O: -5.75998 -5.52713 -14.01725
H: -6.08422 -6.42190 -14.11957
H: -6.29151 -5.00871 -14.62135
O: -10.12107 -7.18550 -13.87144
H: -9.72211 -6.35475 -14.13016
H: -11.01623 -6.95476 -13.62306
O: -6.27830 -0.89477 -15.39994
H: -6.64580 -1.77719 -15.34988
H: -5.34355 -1.01421 -15.23194
O: -9.54451 -3.89899 -18.21715
H: -9.45456 -4.84897 -18.14175
H: -9.42428 -3.57494 -17.32453
O: -8.88771 -6.77739 -17.58069
H: -8.97944 -6.44956 -16.68607
H: -8.01663 -7.17357 -17.60296
C: -12.50975 -5.04826 -11.89470
C: -12.83592 -4.40685 -13.23138
C: -12.70207 -2.85338 -13.21300
O: -13.67528 -2.26618 -12.41257
C: -15.03841 -2.30685 -12.85996
N: -11.90271 -5.03057 -14.14196
H: -13.18546 -4.62902 -11.14922
H: -11.53764 -4.76022 -11.49453
H: -12.57813 -6.13584 -11.87017
H: -13.84732 -4.66476 -13.54551
H: -12.75975 -2.46054 -14.22812
H: -11.69317 -2.51808 -12.97258
H: -15.41378 -3.32513 -12.75840
H: -15.17662 -1.90303 -13.86293
H: -15.72084 -1.78777 -12.18695
H: -10.97803 -4.62767 -14.08957
H: -12.21190 -4.91743 -15.09680
C: -9.72026 -2.44237 -8.92233
C: -8.67419 -3.54042 -9.18580
C: -9.15985 -4.71523 -10.09367
O: -8.17284 -5.78983 -9.97306
C: -8.44899 -6.99342 -10.65564
N: -7.52913 -2.88759 -9.73983
H: -10.13201 -2.10696 -9.87420
H: -9.37398 -1.54064 -8.41730
H: -10.46461 -2.90081 -8.27128
H: -8.39968 -3.92237 -8.20251
H: -9.39309 -4.40060 -11.11088
H: -10.05828 -5.14737 -9.65299
H: -9.37951 -7.46442 -10.33882
H: -7.63533 -7.68129 -10.42566
H: -8.34142 -6.88662 -11.73505
H: -6.86108 -3.48895 -10.20044
H: -7.73385 -2.13510 -10.38167

---

3.
Formula: C10H40N20O10
Source: the Open Molecules 2025 dataset
Level of theory: ωB97M-V with the def2-TZVPD basis set

As for the energy above the lowest of the compared OMol25 structures with the same formula, charge and spin: 146.9 kcal per mole. The SMILES is NC(N)=O.NC(N)=O.NC(N)=O.NC(N)=O.NC(N)=O.NC(N)=O.NC(N)=O.NC(N)=O.NC(N)=O.NC(N)=O. As for the net charge: 0. The spin multiplicity is 1. The HOMO-LUMO gap is 8.51 eV.

Element x y z (Å)
N: 19.42904 -20.73510 9.10136
C: 19.07415 -21.51044 10.08873
N: 18.13021 -21.02659 10.88383
O: 19.62662 -22.58093 10.31359
H: 19.17162 -19.76047 9.03868
H: 20.11261 -21.19300 8.51555
H: 17.73871 -20.10350 10.76243
H: 17.72599 -21.46172 11.70076
N: 21.90660 -12.53505 12.66143
C: 21.66374 -13.55600 13.49422
N: 20.43043 -13.53982 13.88085
O: 22.46708 -14.34934 13.89676
H: 21.12968 -11.96502 12.35887
H: 22.86900 -12.23546 12.72560
H: 19.82920 -12.74630 13.71075
H: 20.18912 -14.42944 14.29371
N: 15.86785 -18.75164 12.12284
C: 14.88947 -18.82549 12.95113
N: 13.73630 -19.03139 12.46496
O: 15.10700 -18.69119 14.14401
H: 16.83605 -18.68562 12.40273
H: 15.55195 -19.02244 11.20253
H: 13.49250 -19.21834 11.50282
H: 13.04827 -19.18623 13.18797
N: 16.99939 -15.79407 12.60395
C: 16.05939 -15.10150 13.30448
N: 15.46640 -15.90236 14.10058
O: 15.78885 -13.92899 13.28243
H: 17.10551 -16.79677 12.66237
H: 17.56334 -15.23307 11.98159
H: 14.80909 -15.53869 14.77570
H: 15.83336 -16.83615 13.98460
N: 22.77878 -21.60487 9.55482
C: 22.45923 -22.45191 8.63516
N: 23.16394 -23.56328 8.54331
O: 21.72730 -22.24966 7.73429
H: 22.01694 -20.94604 9.47960
H: 23.51426 -21.69307 10.24140
H: 24.00592 -23.66439 9.09190
H: 23.24680 -24.02498 7.64885
N: 20.76454 -17.66488 13.56287
C: 19.84124 -18.09798 12.67312
N: 20.29265 -18.74157 11.60537
O: 18.58934 -18.12595 12.87185
H: 21.75715 -17.78841 13.42296
H: 20.37031 -17.23275 14.38623
H: 19.57234 -18.92848 10.92249
H: 21.20513 -19.14115 11.43857
N: 16.14702 -18.59771 9.04141
C: 17.28814 -17.91429 9.04856
N: 17.03150 -16.69374 9.24145
O: 18.42973 -18.30260 8.92928
H: 16.22116 -19.57913 8.81468
H: 15.32505 -18.02654 8.90648
H: 17.77182 -16.05724 9.50012
H: 16.11635 -16.30872 9.42683
N: 17.58587 -19.71256 15.17599
C: 17.59023 -19.28186 16.39293
N: 16.50916 -18.63032 16.63133
O: 18.45527 -19.67772 17.16901
H: 16.76379 -19.51958 14.62188
H: 18.31646 -20.34925 14.89143
H: 15.83194 -18.34318 15.93923
H: 16.61753 -18.18458 17.53115
N: 21.63870 -16.45139 18.51411
C: 22.08488 -16.80856 17.28057
N: 21.64017 -16.35480 16.13195
O: 23.07377 -17.51928 17.20924
H: 20.68642 -16.14188 18.64622
H: 21.91586 -17.25605 19.05798
H: 22.09488 -16.69295 15.29590
H: 20.88139 -15.71191 16.30818
N: 25.12906 -19.15181 12.16638
C: 24.09324 -18.95058 12.92112
N: 23.81687 -20.04371 13.54479
O: 23.38890 -18.00248 12.97758
H: 25.55226 -18.40086 11.64000
H: 25.48590 -20.09652 12.18351
H: 22.96640 -20.15664 14.07776
H: 24.27190 -20.85085 13.14281